# 1
{"formula": "C46H52BF2Ge2N7OS3Sr", "method": "ωB97M-V/def2-TZVPD", "gap_ha": [0.253, 0.197], "charge": -1, "e_above_lowest_kj_mol": 407.3, "multiplicity": 2, "energy_ev": -213512.3366, "e_lumo_ev": [2.33, 0.81], "elements": ["Sr", "F", "C", "C", "C", "C", "C", "F", "C", "C", "C", "C", "C", "C", "N", "H", "H", "H", "H", "H", "H", "C", "N", "C", "C", "N", "B", "N", "C", "C", "N", "C", "C", "S", "C", "S", "H", "H", "H", "H", "H", "H", "H", "H", "H", "H", "H", "H", "C", "C", "N", "C", "C", "C", "S", "N", "C", "O", "C", "C", "C", "C", "C", "C", "H", "H", "H", "H", "H", "H", "H", "H", "H", "H", "H", "H", "H", "H", "H", "C", "Ge", "C", "C", "Ge", "C", "C", "C", "C", "C", "C", "C", "C", "C", "C", "C", "C", "H", "H", "H", "H", "H", "H", "H", "H", "H", "H", "H", "H", "H", "H", "H", "H", "H", "H", "H"], "positions_angstrom": [[0.11273, 0.67691, 0.97620], [1.78264, 3.74822, 5.83119], [1.20514, 2.62127, 5.32962], [0.79079, 2.57938, 4.01629], [0.16420, 1.44374, 3.48494], [-0.01674, 0.34802, 4.36862], [0.49266, 0.41461, 5.66674], [0.47300, -0.67266, 6.50145], [1.10210, 1.53734, 6.18227], [-0.77177, -0.84449, 3.89178], [-1.35629, -1.78940, 4.74738], [-2.06411, -2.84844, 4.22291], [-2.23873, -2.94605, 2.85244], [-1.66716, -1.95916, 2.07451], [-0.93394, -0.96693, 2.56296], [0.97685, 3.44926, 3.39704], [1.48232, 1.55669, 7.19111], [-1.26126, -1.68339, 5.81513], [-2.48933, -3.59169, 4.88480], [-2.79584, -3.75222, 2.39969], [-1.79807, -1.96418, 1.00208], [-0.44345, 3.14503, -2.23338], [0.96246, 3.10979, -1.91747], [1.98761, 2.79171, -2.77338], [3.12650, 2.86123, -2.04356], [2.80485, 3.23538, -0.76615], [3.89169, 3.62420, 0.26929], [3.66029, 2.90021, 1.62761], [3.87627, 3.52331, 2.82579], [3.81689, 2.58602, 3.80657], [3.54018, 1.39220, 3.17766], [3.41343, 0.11093, 3.82131], [3.44506, 1.62210, 1.84739], [3.09857, 0.47901, 0.62799], [1.46677, 3.35142, -0.68108], [0.51637, 3.67374, 0.68057], [-0.57525, 2.80767, -3.25970], [-0.83413, 4.15849, -2.11909], [-0.99822, 2.48767, -1.55589], [1.81399, 2.50897, -3.79287], [4.14206, 2.67151, -2.32081], [4.95033, 3.28869, -0.20965], [3.86244, 4.80298, 0.53107], [4.05279, 4.57678, 2.87537], [3.90935, 2.66187, 4.87094], [3.61630, 0.24314, 4.88178], [4.12589, -0.59407, 3.39017], [2.40035, -0.28095, 3.69922], [-4.26699, 0.75064, -4.36798], [-3.27943, 1.90792, -4.33560], [-1.95834, 1.49013, -3.89324], [-1.03532, 1.13229, -4.95356], [-0.48100, 2.34941, -5.68099], [-1.68219, 1.33526, -2.57995], [-0.09919, 0.85523, -2.13745], [-2.73397, 1.67106, -1.80774], [-2.77497, 1.51334, -0.49446], [-1.91991, 0.96705, 0.23401], [-4.01533, 2.01059, 0.18545], [-5.11780, 2.44733, -0.53909], [-6.25486, 2.88210, 0.11900], [-6.29622, 2.88748, 1.50462], [-5.19649, 2.45570, 2.23252], [-4.05922, 2.01730, 1.57535], [-5.25083, 1.09508, -4.68571], [-4.35594, 0.31599, -3.37509], [-3.93930, -0.02598, -5.05862], [-3.64112, 2.69265, -3.67213], [-3.16166, 2.33177, -5.33350], [-1.55620, 0.46606, -5.64938], [-0.21068, 0.57618, -4.50733], [-1.25945, 2.92935, -6.17590], [0.23494, 2.03520, -6.43979], [0.03344, 2.99922, -4.97650], [-5.06919, 2.43406, -1.61777], [-7.11067, 3.22037, -0.44958], [-7.18398, 3.23342, 2.01800], [-5.22242, 2.46320, 3.31280], [-3.19144, 1.68293, 2.12804], [-2.50706, -3.23724, -1.24164], [-0.71534, -3.04948, -2.04835], [-1.11422, -2.11883, -3.73162], [-0.15948, -4.86025, -2.61277], [0.91228, -2.02422, -0.49536], [1.06360, -3.29920, 1.02023], [1.85885, -2.97479, 2.11599], [1.96358, -3.82477, 3.20322], [1.26473, -5.02076, 3.21805], [0.46262, -5.35468, 2.14085], [0.35740, -4.49566, 1.05824], [2.62993, -2.23343, -1.43070], [2.66345, -2.11228, -2.81727], [3.84374, -2.27382, -3.52339], [5.02141, -2.53570, -2.84409], [5.00989, -2.63095, -1.46247], [3.82616, -2.47780, -0.76260], [-3.16642, -3.68847, -1.98203], [-2.90871, -2.26149, -0.97572], [-2.50717, -3.86237, -0.35253], [-1.58527, -2.84012, -4.39981], [-0.23692, -1.71123, -4.21769], [-1.80105, -1.30157, -3.54492], [-0.90069, -5.21505, -3.32741], [-0.10346, -5.56273, -1.78777], [0.81336, -4.83381, -3.09587], [2.39433, -2.03589, 2.11889], [2.58638, -3.54852, 4.04502], [1.33838, -5.68435, 4.06889], [-0.09523, -6.28323, 2.14659], [-0.29143, -4.77251, 0.23939], [1.75590, -1.87951, -3.35726], [3.84426, -2.18915, -4.60271], [5.94880, -2.65725, -3.39013], [5.93079, -2.81620, -0.92422], [3.83975, -2.55089, 0.31569]], "forces_ev_per_a": [[1.7983, 0.9980, 0.3069], [-0.0129, -0.0170, -0.0102], [-0.1524, -0.0068, 0.0389], [-0.2120, 0.0345, 0.1040], [-0.0360, -0.1326, 0.4666], [-0.0427, -0.0571, 0.1658], [-0.0088, -0.0286, -0.0721], [0.0026, 0.0342, 0.0365], [-0.0188, 0.0097, -0.0923], [-0.0312, -0.0779, 0.0682], [0.0808, 0.1658, 0.0666], [-0.0778, -0.0902, -0.0575], [-0.0176, 0.0830, -0.0274], [-0.0629, -0.1450, 0.1599], [-0.1827, -0.1814, 0.5060], [0.0108, 0.0179, -0.0385], [0.0156, 0.0100, 0.0801], [0.0248, -0.0182, -0.0240], [-0.0404, -0.0146, 0.0285], [-0.0413, -0.0355, -0.0327], [0.0181, -0.0314, -0.1822], [0.6088, 4.0094, 0.3632], [-0.0047, 1.1745, 0.2495], [0.5732, 0.1635, 0.0109], [-0.3149, 0.0825, -0.4751], [0.0150, 0.2678, 0.0582], [-0.1786, -0.0022, 0.0054], [0.3060, 1.0362, -0.1010], [0.1730, -0.2922, 0.6316], [0.2111, 0.2977, -0.4018], [0.2187, 0.1126, 0.0574], [-0.1102, -0.1887, -0.0458], [-0.4081, -0.9095, -0.1665], [0.2172, -0.9086, 0.0297], [0.1296, 0.2212, -0.2023], [-0.1855, 0.2300, 0.2105], [0.3775, 1.2359, 0.6553], [0.1735, 0.4751, -0.0341], [1.0282, 2.8476, 0.4071], [0.0378, -0.0388, -0.0531], [0.1686, -0.0338, -0.0597], [0.0784, -0.0447, 0.0489], [-0.0439, 0.1073, -0.1141], [0.0161, 0.1873, 0.0372], [0.0064, 0.0231, 0.1119], [-0.0189, -0.0268, 0.0006], [-0.0118, -0.0073, 0.0010], [0.1291, 0.0474, 0.0249], [0.0055, 0.0364, 0.0009], [-0.2018, 0.0906, 0.0186], [-0.3394, -0.4597, -0.4249], [0.2008, -0.1434, -0.1372], [0.0236, -0.0196, -0.0789], [-1.2683, -3.3726, -0.4244], [-0.1743, -5.8398, -0.1582], [-0.5121, -0.2093, -0.1816], [-0.0819, -0.3475, 0.3103], [-1.7827, 0.1972, -0.6742], [-0.0180, 0.0294, -0.0398], [0.0369, -0.0197, -0.0218], [-0.0617, 0.0249, -0.0422], [-0.0217, 0.0237, 0.0880], [-0.0204, 0.0056, -0.0275], [0.0320, -0.0139, 0.0083], [-0.0637, 0.0176, -0.0379], [-0.0164, -0.0166, 0.0719], [0.0325, -0.0630, -0.0462], [0.0293, -0.0273, -0.0798], [-0.0361, 0.0217, -0.0197], [0.0150, 0.0307, -0.0053], [-0.1691, -0.0086, -0.0718], [-0.0356, 0.0441, -0.0076], [0.0371, -0.0158, -0.0432], [0.0587, 0.1046, -0.2059], [0.0137, 0.0116, -0.0635], [-0.0443, 0.0114, -0.0254], [-0.0303, 0.0045, 0.0188], [-0.0019, 0.0088, 0.0697], [0.0318, 0.0043, 0.0136], [0.1567, -0.0004, 0.0070], [-0.2891, 0.1297, -0.0018], [0.0728, -0.1299, 0.0849], [0.0300, 0.1502, 0.0877], [0.2730, -1.2977, -0.6905], [-0.0414, 0.3562, 0.0521], [0.0380, 0.0329, 0.0243], [0.0865, 0.0053, 0.1296], [0.0097, -0.0632, 0.0797], [-0.0701, -0.1141, -0.0075], [-0.0265, -0.0626, -0.0811], [-0.1538, 0.3450, 0.0114], [-0.0447, 0.0345, -0.0535], [0.0097, -0.0045, -0.1097], [0.1294, -0.0175, -0.0929], [0.1192, -0.0414, 0.0582], [-0.0367, -0.1130, 0.1157], [-0.0732, -0.0430, -0.0584], [-0.0373, 0.1175, -0.0082], [-0.0009, -0.0960, 0.1097], [-0.0594, -0.0835, -0.0664], [0.1529, 0.0402, -0.0859], [-0.1087, 0.1236, 0.0512], [-0.0490, -0.0709, -0.0833], [-0.0049, -0.0890, 0.1108], [0.1128, 0.0299, -0.0806], [0.0960, 0.1646, -0.0043], [0.0038, 0.0157, 0.0313], [0.0030, -0.0368, 0.0461], [-0.0111, -0.0216, -0.0022], [-0.0601, -0.0158, -0.0697], [-0.0931, 0.0310, -0.0432], [0.0014, 0.0186, -0.0296], [0.0112, 0.0067, -0.0025], [0.0165, -0.0077, 0.0107], [-0.0050, 0.0136, 0.0372]]}

# 2
{"formula": "C46H52BrCrN5O3", "method": "ωB97M-V/def2-TZVPD", "gap_ha": [0.196, 0.229], "charge": -2, "e_above_lowest_kj_mol": 0.0, "multiplicity": 5, "energy_ev": -160606.1442, "e_lumo_ev": [4.27, 4.27], "elements": ["Cr", "O", "C", "C", "C", "C", "C", "C", "C", "O", "N", "N", "C", "C", "C", "C", "C", "C", "C", "O", "H", "H", "H", "H", "H", "H", "H", "H", "H", "H", "C", "C", "C", "C", "C", "Br", "N", "C", "H", "H", "H", "H", "H", "H", "C", "C", "C", "C", "C", "C", "C", "C", "C", "C", "C", "C", "N", "C", "C", "N", "C", "C", "C", "C", "C", "C", "C", "C", "C", "C", "C", "C", "H", "H", "H", "H", "H", "H", "H", "H", "H", "H", "H", "H", "H", "H", "H", "H", "H", "H", "H", "H", "H", "H", "H", "H", "H", "H", "H", "H", "H", "H", "H", "H", "H", "H", "H", "H"], "positions_angstrom": [[0.76510, 0.33250, 0.62660], [-2.88310, 3.12650, -1.43170], [-2.03110, 4.04350, -1.90260], [-2.52660, 5.25100, -2.39120], [-1.66880, 6.21550, -2.88590], [-0.29970, 5.98880, -2.90820], [0.20580, 4.79550, -2.42970], [-0.63960, 3.81380, -1.92670], [-0.12720, 2.51200, -1.45700], [-0.94900, 1.62660, -1.05130], [1.17000, 2.31980, -1.56850], [1.60370, 1.12230, -1.12740], [2.60720, 0.61200, -1.77320], [3.13380, -0.70150, -1.59230], [4.21580, -1.12440, -2.36710], [4.68200, -2.42120, -2.31510], [4.06490, -3.33930, -1.47180], [3.00960, -2.95510, -0.67740], [2.51080, -1.63490, -0.70070], [1.52110, -1.29550, 0.04420], [-2.26500, 2.33130, -1.18150], [-3.59630, 5.40440, -2.37920], [-2.07230, 7.14900, -3.25480], [0.36360, 6.74660, -3.30470], [1.26420, 4.58740, -2.43580], [3.03640, 1.21610, -2.57620], [4.69580, -0.40350, -3.01540], [5.52870, -2.72270, -2.91750], [4.42190, -4.36270, -1.43830], [2.54110, -3.65780, 0.00020], [-2.48090, 4.53380, 2.62290], [-1.31430, 3.70230, 2.17660], [-0.06980, 4.28480, 1.95580], [0.99600, 3.51710, 1.48530], [0.75190, 2.17520, 1.26500], [3.68460, 0.72760, 1.27580], [-0.42200, 1.63250, 1.49810], [-1.46060, 2.33660, 1.92750], [-2.19820, 5.18410, 3.45150], [-3.30910, 3.90330, 2.93870], [-2.82040, 5.16270, 1.79760], [0.06450, 5.34500, 2.12960], [1.96050, 3.95190, 1.28050], [-2.41260, 1.83420, 2.04750], [0.22640, 0.01470, -4.21500], [-0.07450, -1.03100, -3.14330], [0.62680, -2.35260, -3.46720], [-1.55170, -1.25760, -2.94560], [-2.37860, -1.42480, -4.03870], [-3.73110, -1.68650, -3.89750], [-4.25810, -1.74700, -2.62360], [-3.46550, -1.60360, -1.49830], [-4.15560, -1.60680, -0.15370], [-5.13110, -0.43140, -0.05660], [-4.87390, -2.93280, 0.11080], [-2.06710, -1.38810, -1.63280], [-1.24960, -1.26600, -0.54460], [-1.25980, -2.19080, 0.39000], [-0.80450, -2.09470, 1.70050], [-0.29710, -1.04090, 2.34340], [-0.44030, -1.06360, 3.71830], [-1.69120, -1.36030, 4.32570], [-1.77940, -1.48760, 5.70260], [-0.68220, -1.31520, 6.52270], [0.51760, -0.93760, 5.94480], [0.65310, -0.80220, 4.57690], [1.99190, -0.45190, 3.99500], [2.86100, -1.70540, 3.88350], [2.72440, 0.64590, 4.76410], [-2.98240, -1.43340, 3.53760], [-3.65140, -2.80570, 3.64710], [-3.94110, -0.32650, 3.98760], [1.29550, 0.21830, -4.23890], [-0.29030, 0.94550, -3.99150], [-0.07310, -0.32140, -5.20790], [0.30960, -0.66800, -2.18850], [0.22130, -2.79720, -4.37800], [0.49140, -3.05580, -2.64900], [1.69510, -2.19080, -3.59910], [-1.96040, -1.37780, -5.03600], [-4.36560, -1.83620, -4.76390], [-5.31920, -1.92540, -2.49970], [-3.40390, -1.46940, 0.62430], [-5.95030, -0.53810, -0.76610], [-4.60560, 0.49510, -0.27450], [-5.55130, -0.36970, 0.94770], [-5.58290, -3.16220, -0.68350], [-5.42240, -2.88680, 1.05150], [-4.15480, -3.74810, 0.16610], [-1.68930, -3.17530, 0.14150], [-0.93900, -3.00870, 2.29070], [-2.73390, -1.73180, 6.15350], [-0.75720, -1.45800, 7.59220], [1.37520, -0.77310, 6.57800], [1.80930, -0.08400, 2.98020], [3.07860, -2.11510, 4.87120], [3.79440, -1.45390, 3.38750], [2.34980, -2.46620, 3.29600], [3.11370, 0.28420, 5.71460], [2.06010, 1.48780, 4.95130], [3.56040, 0.99170, 4.16120], [-2.75190, -1.24590, 2.48840], [-3.80800, -3.08550, 4.68680], [-3.02960, -3.56700, 3.18180], [-4.61820, -2.80020, 3.14770], [-4.28830, -0.48520, 5.00710], [-4.81000, -0.28790, 3.33210], [-3.43450, 0.63500, 3.94550]], "forces_ev_per_a": [[-0.1135, -0.8145, -0.1948], [0.1469, -0.1861, 0.0937], [0.1787, -0.0732, 0.0045], [-0.1172, 0.1496, -0.0248], [-0.0866, -0.1061, 0.0631], [0.1263, 0.2838, -0.1029], [-0.1624, -0.0409, 0.0614], [-0.2677, 0.2745, -0.0437], [0.8818, -0.9397, -0.2904], [-0.3917, 0.1642, -0.1534], [-0.1934, 1.6139, -0.6814], [0.4016, -1.4191, -0.2496], [-0.8847, 0.9174, 0.2717], [0.0102, -0.9807, 0.3693], [-0.2091, 0.0898, 0.1189], [0.3112, -0.0347, -0.2343], [-0.0785, 0.0474, 0.0672], [-0.1654, -0.0598, 0.0884], [0.5194, 0.4000, -0.5047], [0.1088, -0.6318, 0.2433], [-0.1471, 0.1538, -0.0718], [-0.1035, 0.0177, 0.0230], [-0.0340, 0.0778, -0.0561], [0.0674, 0.0187, 0.0038], [0.1015, -0.0451, -0.0048], [-0.0885, 0.0342, 0.1036], [0.0360, 0.0891, -0.1086], [0.0368, 0.0056, -0.0631], [0.0064, -0.0132, 0.0430], [-0.0745, 0.0285, 0.0213], [0.0664, 0.0030, -0.1008], [-0.3688, -0.5862, 0.0212], [0.7020, -0.5220, -0.3427], [-0.3792, 0.5021, 0.2943], [-0.1576, -0.2387, 0.5242], [0.6173, 0.2646, 0.3957], [-0.2036, 1.1354, 0.2057], [0.0547, 0.5659, 0.1478], [-0.0498, 0.0296, 0.0491], [-0.0922, -0.0029, 0.0256], [-0.0966, 0.0377, 0.0237], [-0.0163, 0.1006, 0.0228], [0.1425, -0.0228, -0.0310], [-0.0436, -0.0691, 0.0297], [-0.0559, -0.0350, 0.2317], [0.0744, -0.0193, -0.0057], [-0.0428, 0.1336, 0.1150], [0.2272, -0.0071, 0.2817], [-0.1267, -0.0765, -0.1787], [-0.0985, 0.0100, -0.0554], [-0.1103, -0.1161, -0.2197], [0.4010, 0.0198, 0.2381], [-0.1752, -0.0001, 0.1136], [0.1732, -0.1049, 0.0759], [0.1381, 0.1709, 0.0791], [-0.7535, -0.2291, -0.7366], [0.5251, 0.4417, 1.0831], [-0.2070, -0.5298, -0.8729], [0.1679, -0.3006, 0.7491], [0.2998, 0.1765, -1.1986], [-0.1223, -0.1540, 0.7449], [0.1500, 0.1246, -0.3272], [0.0219, -0.1467, 0.2929], [-0.0178, 0.0591, -0.0032], [-0.1488, -0.1106, 0.1323], [0.0480, 0.1229, -0.2200], [-0.0078, 0.0155, -0.0800], [-0.0730, 0.1557, -0.1674], [-0.1052, -0.0973, -0.2321], [-0.1367, 0.0454, -0.0185], [0.1038, 0.1991, -0.1602], [0.1147, -0.0923, -0.1217], [0.1318, 0.0292, -0.0196], [-0.0408, 0.1305, -0.0041], [-0.0213, -0.0441, -0.1180], [-0.0099, -0.0221, -0.1248], [-0.0638, -0.0258, -0.1090], [0.0030, -0.1449, 0.0833], [0.1533, -0.0353, -0.0066], [0.0930, 0.0614, -0.0402], [0.0202, 0.0414, -0.0109], [-0.0923, 0.0197, 0.0137], [-0.1273, -0.0132, -0.1300], [-0.1002, 0.0200, -0.0843], [-0.0192, 0.1755, -0.0210], [-0.0804, 0.0339, 0.0978], [-0.0804, -0.0143, -0.0780], [-0.0583, -0.0449, 0.0814], [0.0387, -0.1133, 0.0206], [0.0092, 0.0777, 0.0783], [-0.1150, 0.0366, -0.0578], [-0.0956, -0.0126, -0.0132], [-0.0495, 0.0337, 0.0928], [0.1899, 0.0503, 0.0580], [0.2663, -0.0640, 0.2276], [-0.0269, -0.0394, 0.1662], [0.1148, 0.0101, -0.1240], [-0.0132, -0.1006, -0.0833], [0.0171, -0.0547, 0.2090], [-0.0408, 0.1378, 0.0663], [0.0695, 0.0369, -0.0881], [-0.0462, -0.0296, 0.1541], [-0.0241, -0.0174, 0.1548], [0.0449, -0.1224, -0.0403], [-0.1258, -0.0261, -0.0601], [-0.0397, -0.0033, 0.1396], [-0.1373, 0.0085, -0.0671], [0.0019, 0.1505, 0.0404]]}